w:
This record from the OMol25 dataset describes a cluster of 11 separate species, C12H43N8O13 in total. The level of theory is ωB97M-V with the def2-TZVPD basis set.

As for the HOMO-LUMO gap: 0.33279 Eh. The charge is -1. As for the LUMO energy: 2.49 eV.

CARTESIAN COORDINATES (ANGSTROEM)
O: -9.945 -11.816 -18.317
C: -9.825 -13.085 -18.059
O: -9.383 -13.829 -18.941
O: -10.327 -13.502 -17.003
H: -9.504 -11.780 -19.168
C: -8.312 -11.069 -15.505
O: -9.548 -10.514 -16.008
H: -8.442 -12.151 -15.510
H: -7.469 -10.790 -16.138
H: -8.084 -10.761 -14.485
H: -9.873 -11.134 -16.665
C: -12.962 -10.290 -16.506
O: -14.108 -11.025 -16.100
H: -13.060 -9.205 -16.484
H: -12.285 -10.627 -15.721
H: -12.465 -10.643 -17.409
H: -14.511 -10.772 -15.266
C: -10.231 -13.371 -13.493
O: -11.116 -12.704 -14.409
H: -9.213 -13.319 -13.880
H: -10.112 -12.896 -12.520
H: -10.501 -14.425 -13.430
H: -10.904 -13.122 -15.246
C: -6.111 -13.531 -18.897
O: -6.958 -13.265 -20.021
H: -5.121 -13.105 -19.065
H: -6.452 -13.108 -17.952
H: -5.995 -14.606 -18.757
H: -7.842 -13.545 -19.772
C: -8.888 -16.460 -15.914
O: -10.213 -16.033 -15.836
H: -8.584 -16.725 -16.927
H: -8.183 -15.660 -15.693
H: -8.639 -17.251 -15.207
H: -10.180 -15.145 -16.200
C: -6.531 -9.278 -18.577
O: -5.455 -9.681 -18.219
N: -6.894 -8.073 -18.482
N: -7.431 -10.088 -19.062
H: -7.892 -7.920 -18.460
H: -6.173 -7.458 -18.133
H: -7.082 -11.003 -19.307
H: -8.217 -9.713 -19.574
C: -10.603 -11.101 -21.543
O: -11.529 -10.437 -21.123
N: -9.533 -10.611 -22.055
N: -10.727 -12.378 -21.649
H: -9.075 -11.143 -22.781
H: -9.342 -9.631 -21.902
H: -11.615 -12.672 -21.267
H: -10.174 -12.878 -22.330
C: -13.318 -14.833 -18.737
O: -12.487 -15.194 -19.526
N: -13.096 -14.235 -17.600
N: -14.603 -14.991 -18.878
H: -13.692 -14.414 -16.805
H: -12.129 -13.973 -17.470
H: -15.201 -14.432 -18.286
H: -15.036 -15.769 -19.354
C: -9.810 -7.776 -19.836
O: -9.661 -7.674 -21.073
N: -9.607 -6.870 -19.025
N: -10.307 -8.779 -19.192
H: -9.840 -7.032 -18.055
H: -9.253 -5.981 -19.347
H: -10.730 -9.502 -19.755
H: -10.496 -8.660 -18.207
C: -7.848 -17.029 -19.916
C: -8.824 -16.538 -21.002
O: -10.015 -16.139 -20.430
H: -7.579 -16.150 -19.330
H: -6.928 -17.482 -20.288
H: -8.284 -17.731 -19.205
H: -9.056 -17.289 -21.758
H: -8.379 -15.729 -21.581
H: -9.712 -15.460 -19.823

=====

x:
This record from the OMol25 dataset describes a cluster of 11 separate species, C12H43N8O13 in total. The level of theory is ωB97M-V with the def2-TZVPD basis set.

As for the HOMO-LUMO gap: 0.24521 Eh. The charge is -1. As for the LUMO energy: 1.99 eV.

CARTESIAN COORDINATES (ANGSTROEM)
O: 0.128 -1.654 -0.072
C: -0.034 -0.527 0.565
O: 0.603 0.418 0.137
O: -0.698 -0.536 1.585
H: -0.466 -2.080 0.551
C: -0.072 -3.803 -5.442
O: 0.618 -2.597 -5.099
H: 0.072 -4.124 -6.474
H: 0.167 -4.696 -4.864
H: -1.134 -3.616 -5.285
H: 0.610 -2.565 -4.140
C: 5.997 0.334 0.190
O: 5.527 1.613 0.538
H: 6.389 -0.098 1.110
H: 5.301 -0.397 -0.224
H: 6.770 0.378 -0.577
H: 4.607 1.542 0.272
C: 4.226 -5.854 -1.317
O: 3.646 -6.950 -1.882
H: 4.338 -5.072 -2.069
H: 3.515 -5.427 -0.609
H: 5.122 -6.201 -0.804
H: 2.696 -6.887 -1.760
C: -2.473 6.281 0.175
O: -2.982 4.985 -0.025
H: -1.544 6.478 -0.360
H: -3.263 7.028 0.105
H: -2.199 6.229 1.228
H: -2.330 4.300 0.137
C: -5.012 -4.133 -1.884
O: -6.105 -4.272 -0.978
H: -4.954 -5.041 -2.484
H: -5.331 -3.429 -2.653
H: -4.089 -3.891 -1.358
H: -6.691 -3.528 -1.137
C: -2.922 -0.838 7.714
O: -3.015 -1.317 8.806
N: -3.682 0.103 7.186
N: -2.134 -1.343 6.798
H: -4.189 0.685 7.837
H: -3.616 0.457 6.242
H: -2.095 -0.827 5.931
H: -1.422 -2.030 7.000
C: -0.979 -6.311 1.608
O: -0.899 -6.860 0.535
N: -1.989 -5.776 2.181
N: 0.043 -6.272 2.452
H: -1.819 -5.311 3.061
H: -2.869 -5.785 1.686
H: 0.010 -5.783 3.335
H: 0.923 -6.726 2.252
C: 0.616 4.874 6.201
O: -0.433 5.505 6.396
N: 0.953 4.383 5.046
N: 1.636 4.562 6.948
H: 0.306 4.369 4.270
H: 1.797 3.831 4.990
H: 1.693 5.003 7.855
H: 2.390 4.038 6.527
C: -3.067 2.182 -5.685
O: -3.998 2.913 -5.951
N: -2.080 1.988 -6.498
N: -2.881 1.610 -4.504
H: -1.424 1.301 -6.155
H: -2.091 2.482 -7.378
H: -3.620 1.685 -3.819
H: -2.007 1.237 -4.162
C: 2.771 4.774 -3.674
C: 4.017 5.685 -3.873
O: 3.911 7.083 -3.559
H: 2.902 3.692 -3.658
H: 2.001 4.965 -4.422
H: 2.328 5.098 -2.732
H: 4.340 5.726 -4.913
H: 4.853 5.271 -3.309
H: 4.786 7.466 -3.656

=====

Tell me which of them is the most stable. Sure, it is w.

=====

w:
This record from the OMol25 dataset describes the ion C6H13N with charge +1. The level of theory is ωB97M-V with the def2-TZVPD basis set.

Its expectation value of S² is 0.770. As for the HOMO-LUMO gap (spin up / spin down): 0.40377 / 0.29611 Eh. The charge is +1. The spin multiplicity is 2. As for the LUMO energy (spin up / spin down): -3.80 / -7.07 eV.

CARTESIAN COORDINATES (ANGSTROEM)
C: -0.899 2.489 1.484
C: -0.527 1.732 0.262
C: -0.598 0.264 0.509
C: 0.244 -0.572 -0.360
C: 1.007 -0.320 -1.467
C: 0.613 -2.800 -0.902
N: 0.383 -1.848 0.143
H: -0.204 2.171 2.239
H: -0.709 3.589 1.291
H: -2.029 2.448 1.832
H: -1.063 1.981 -0.680
H: 0.529 1.965 0.070
H: -1.629 0.038 0.351
H: -0.169 0.180 1.506
H: 2.052 -0.724 -1.644
H: 0.781 0.552 -2.115
H: 0.152 -2.556 -1.915
H: 0.379 -3.807 -0.617
H: 1.744 -2.761 -1.065
H: -0.059 -2.019 1.076

=====

x:
This record from the OMol25 dataset describes a structure of composition C6H13N. The level of theory is ωB97M-V with the def2-TZVPD basis set.

Its expectation value of S² is 0.786. As for the HOMO-LUMO gap (spin up / spin down): 0.32981 / 0.29359 Eh. The charge is +1. The spin multiplicity is 2. As for the LUMO energy (spin up / spin down): -6.36 / -7.57 eV.

CARTESIAN COORDINATES (ANGSTROEM)
C: -0.199 -1.623 -1.302
C: -0.620 -0.157 -1.041
C: -2.042 0.176 -0.620
C: 0.471 0.310 0.060
C: -0.013 -0.376 1.283
C: 2.049 1.594 1.093
N: 1.238 1.454 -0.118
H: 0.352 -1.627 -2.301
H: 0.288 -2.171 -0.486
H: -1.215 -2.231 -1.387
H: -0.398 0.472 -1.951
H: -2.033 1.051 0.106
H: -2.627 0.371 -1.546
H: -2.580 -0.694 -0.135
H: 0.532 -0.307 2.280
H: -1.147 -0.534 1.644
H: 2.977 0.946 0.981
H: 1.575 1.425 2.043
H: 2.492 2.597 0.938
H: 0.900 -0.678 0.457

=====

Tell me which of them is the most stable. Sure, it is w.

=====

w:
This record from the OMol25 dataset describes an isolated molecule of C4H5Cl. The level of theory is ωB97M-V with the def2-TZVPD basis set.

As for the HOMO-LUMO gap: 0.39087 Eh. The charge is 0. The SMILES is C=C/C=C/Cl. As for the LUMO energy: 1.03 eV.

CARTESIAN COORDINATES (ANGSTROEM)
C: 0.319 -0.428 -1.435
C: 0.704 0.426 -0.500
C: 0.346 0.105 0.884
C: -0.879 0.064 1.369
H: 0.146 -1.453 -1.137
H: 1.090 1.434 -0.675
H: 1.180 -0.196 1.502
H: -1.106 -0.130 2.389
H: -1.815 0.126 0.768
Cl: 0.015 0.052 -3.165

=====

x:
This record from the OMol25 dataset describes an isolated molecule of C4H5Cl. The level of theory is ωB97M-V with the def2-TZVPD basis set.

As for the HOMO-LUMO gap: 0.30170 Eh. The charge is 0. As for the LUMO energy: -0.37 eV.

CARTESIAN COORDINATES (ANGSTROEM)
C: 1.564 -0.126 0.854
C: -0.549 0.278 -0.526
C: 0.782 -0.317 -0.217
C: -1.673 -0.293 0.325
Cl: -3.172 0.273 -0.052
H: 0.998 0.148 1.771
H: 2.597 -0.492 0.967
H: -0.798 1.379 -0.492
H: -0.859 0.101 -1.624
H: 1.109 -0.951 -1.005

=====

Tell me which of them is the most stable. Sure, it is w.

=====

w:
This record from the OMol25 dataset describes the ion C4H8NS with charge +1. The level of theory is ωB97M-V with the def2-TZVPD basis set.

As for the HOMO-LUMO gap: 0.30315 Eh. The charge is +1. The SMILES is [NH3+][C@@H]1C[C@H]1C=S. As for the LUMO energy: -4.32 eV.

CARTESIAN COORDINATES (ANGSTROEM)
C: 0.183 -0.149 2.072
C: -0.650 -1.117 -0.168
C: -0.534 -0.054 0.857
C: 0.376 -0.090 -0.565
N: 0.219 1.001 -1.514
S: 1.842 -0.298 2.175
H: -0.446 -0.104 2.999
H: -0.215 -2.182 -0.041
H: -1.500 -1.172 -0.784
H: -1.361 0.668 0.689
H: 1.487 -0.314 -0.419
H: 0.779 1.750 -1.239
H: -0.764 1.217 -1.591
H: 0.584 0.845 -2.469

=====

x:
This record from the OMol25 dataset describes the ion C4H8NS with charge +1. The level of theory is ωB97M-V with the def2-TZVPD basis set.

As for the HOMO-LUMO gap (spin up / spin down): 0.29574 / 0.25613 Eh. The charge is +1. As for the LUMO energy (spin up / spin down): -5.15 / -5.88 eV.

CARTESIAN COORDINATES (ANGSTROEM)
C: -1.577 -0.145 -0.168
C: -1.209 -1.404 -0.380
C: -0.608 1.008 -0.414
C: 0.698 -0.226 1.098
N: 0.740 0.666 -0.125
S: -3.205 0.206 0.192
H: -1.912 -2.301 -0.135
H: -0.239 -1.819 -0.684
H: -0.736 1.339 -1.444
H: -0.786 2.047 0.033
H: 0.544 0.345 1.988
H: 0.942 -1.264 0.967
H: 1.255 0.072 -0.849
H: 1.241 1.548 0.269

=====

y:
This record from the OMol25 dataset describes a cluster of 2 separate species, C4H8NS in total. The level of theory is ωB97M-V with the def2-TZVPD basis set.

As for the HOMO-LUMO gap: 0.31111 Eh. The charge is +1. As for the LUMO energy: -4.50 eV.

CARTESIAN COORDINATES (ANGSTROEM)
C: -1.298 1.047 -1.265
C: -1.211 0.523 -0.107
C: 2.426 0.498 -1.162
C: -1.163 0.000 1.122
N: -0.510 -1.298 1.398
S: 2.082 -0.628 -0.050
H: -2.116 0.753 -1.905
H: -0.448 1.651 -1.523
H: 3.252 0.682 -1.863
H: 1.707 1.397 -1.140
H: -1.745 0.285 1.976
H: 0.371 -1.370 1.013
H: -0.978 -2.215 1.112
H: -0.370 -1.325 2.394

=====

Tell me which of them is the most stable. Sure, it is w.